{"formula": "C4H13NO2", "method": "the ωB97M-V functional and the def2-TZVPD basis", "gap_ev": 8.9, "homo_ha": -0.30433, "smiles": "C=C(C)NC.O.O", "symbols": ["C", "C", "C", "N", "C", "H", "H", "H", "H", "H", "H", "H", "H", "H", "O", "H", "H", "O", "H", "H"], "positions_angstrom": [[3.633, -0.347, 0.634], [2.608, 0.115, -0.075], [2.590, -0.092, -1.586], [1.335, 0.521, 0.438], [0.224, -0.436, 0.305], [4.413, -0.836, 0.061], [3.971, -0.106, 1.633], [1.736, -0.735, -1.851], [2.483, 0.788, -2.214], [3.418, -0.776, -1.785], [1.098, 1.475, 0.596], [0.684, -1.429, 0.347], [-0.313, -0.327, 1.241], [-0.324, -0.341, -0.635], [-5.363, 1.302, -0.597], [-5.715, 0.698, 0.088], [-6.066, 1.227, -1.249], [-3.539, -0.672, 1.470], [-2.980, -0.184, 2.087], [-3.894, 0.155, 1.093]]}

=====

{"formula": "C33H40CsN9O4S2Si", "method": "the ωB97M-V functional and the def2-TZVPD basis", "gap_ev": 6.0, "homo_ha": -0.08071, "charge": -2, "symbols": ["Cs", "C", "C", "C", "C", "C", "N", "C", "C", "C", "C", "C", "C", "C", "N", "C", "C", "C", "N", "C", "C", "N", "C", "C", "C", "N", "H", "H", "H", "H", "H", "H", "H", "H", "H", "H", "H", "H", "H", "H", "H", "H", "H", "H", "C", "C", "N", "N", "C", "S", "N", "N", "H", "H", "H", "H", "H", "H", "C", "Si", "C", "C", "O", "H", "H", "H", "H", "H", "H", "H", "H", "H", "C", "C", "C", "C", "C", "C", "C", "S", "O", "O", "O", "H", "H", "H", "H", "H", "H", "H"], "positions_angstrom": [[1.218, 0.378, 2.867], [-6.040, -3.000, -3.952], [-4.691, -3.044, -3.317], [-3.500, -2.944, -4.086], [-2.269, -2.924, -3.502], [-2.073, -3.014, -2.101], [-0.845, -2.759, -1.630], [0.175, -3.670, -1.738], [0.035, -5.043, -2.043], [1.102, -5.924, -2.176], [2.428, -5.519, -2.019], [3.662, -6.348, -2.258], [2.602, -4.163, -1.696], [1.544, -3.287, -1.543], [1.902, -1.941, -1.224], [1.676, -0.923, -2.087], [2.007, 0.218, -1.441], [2.484, -0.176, -0.218], [2.434, -1.496, -0.083], [-3.248, -3.176, -1.371], [-4.565, -3.025, -1.982], [-3.174, -3.459, 0.006], [-2.275, -2.969, 0.915], [-2.460, -3.718, 2.075], [-3.567, -4.553, 1.832], [-4.025, -4.425, 0.603], [-6.792, -2.714, -3.219], [-6.342, -3.943, -4.404], [-5.995, -2.282, -4.763], [-3.490, -2.798, -5.135], [-1.388, -2.799, -4.174], [-0.982, -5.476, -2.039], [0.915, -6.898, -2.509], [4.247, -6.541, -1.283], [4.342, -5.813, -2.902], [3.463, -7.341, -2.746], [3.582, -3.649, -1.561], [1.210, -1.149, -3.058], [1.807, 1.192, -1.807], [2.997, 0.431, 0.484], [-5.415, -3.022, -1.302], [-1.464, -2.225, 0.707], [-1.908, -3.650, 3.041], [-4.011, -5.159, 2.583], [-2.397, 0.656, -2.181], [-2.945, 0.515, -0.809], [-4.186, 0.690, -0.427], [-4.111, 0.498, 0.954], [-2.872, 0.298, 1.409], [-2.524, 0.026, 3.048], [-2.105, 0.300, 0.284], [-0.743, 0.082, 0.263], [-3.212, 0.972, -2.847], [-2.057, -0.360, -2.463], [-1.626, 1.404, -2.040], [-4.862, 0.748, 1.572], [-0.513, -0.679, -0.352], [-0.365, 1.002, -0.181], [0.453, 4.941, -1.806], [0.337, 3.707, -0.383], [2.200, 3.512, 0.167], [-0.555, 4.630, 1.014], [-0.325, 2.327, -0.782], [0.943, 5.864, -1.331], [-0.491, 5.193, -2.207], [1.124, 4.612, -2.579], [2.683, 4.396, 0.562], [2.713, 3.133, -0.724], [2.490, 2.738, 0.979], [0.202, 5.308, 1.447], [-0.984, 4.071, 1.855], [-1.383, 5.232, 0.601], [2.728, 6.918, 2.574], [3.065, 5.640, 3.348], [4.215, 4.885, 3.058], [4.454, 3.683, 3.732], [3.565, 3.229, 4.707], [2.412, 3.991, 5.011], [2.219, 5.188, 4.410], [3.920, 1.689, 5.609], [2.616, 1.388, 6.173], [4.310, 0.738, 4.581], [4.938, 2.015, 6.605], [3.458, 7.084, 1.759], [2.770, 7.830, 3.182], [1.765, 6.957, 2.139], [4.939, 5.248, 2.318], [5.392, 3.137, 3.605], [1.729, 3.585, 5.789], [1.301, 5.720, 4.610]]}

=====

{"formula": "C17H31N2O6PS", "method": "the ωB97M-V functional and the def2-TZVPD basis", "gap_ev": 7.7, "homo_ha": -0.31634, "smiles": "CCOCCCCCC1=C([PH2]=S)C(=O)OC1=O.CN(C)C=O.CN(C)C=O", "symbols": ["C", "C", "O", "C", "C", "C", "C", "C", "C", "C", "P", "S", "C", "O", "O", "C", "O", "H", "H", "H", "H", "H", "H", "H", "H", "H", "H", "H", "H", "H", "H", "H", "H", "H", "C", "N", "C", "C", "O", "H", "H", "H", "H", "H", "H", "H", "C", "N", "C", "C", "O", "H", "H", "H", "H", "H", "H", "H"], "positions_angstrom": [[0.737, -2.126, -0.713], [-0.201, -2.548, -1.903], [-0.033, -1.600, -2.972], [-1.035, -1.802, -3.987], [-2.094, -0.634, -4.073], [-1.637, 0.707, -3.397], [-1.639, 0.716, -1.819], [-2.901, 1.393, -1.158], [-4.238, 0.871, -1.715], [-4.792, -0.384, -1.672], [-4.088, -1.914, -0.879], [-5.505, -2.758, 0.172], [-6.132, -0.292, -2.449], [-6.833, -1.223, -2.711], [-6.395, 1.039, -2.848], [-5.257, 1.759, -2.471], [-5.065, 2.929, -2.660], [1.536, -1.475, -1.158], [0.157, -1.499, 0.031], [1.186, -2.999, -0.175], [-0.006, -3.600, -2.240], [-1.252, -2.523, -1.492], [-0.506, -2.009, -4.950], [-1.601, -2.735, -3.703], [-3.079, -1.021, -3.722], [-2.228, -0.407, -5.168], [-2.367, 1.500, -3.726], [-0.640, 1.016, -3.789], [-1.485, -0.297, -1.379], [-0.751, 1.325, -1.498], [-2.809, 1.235, -0.049], [-2.858, 2.497, -1.359], [-3.616, -2.827, -1.872], [-3.002, -1.514, -0.032], [0.277, 1.054, 4.566], [0.525, 0.450, 3.272], [1.899, 0.257, 2.836], [-0.477, 0.063, 2.458], [-0.327, -0.451, 1.358], [0.721, 2.051, 4.590], [0.732, 0.437, 5.345], [-0.793, 1.135, 4.757], [2.060, 0.800, 1.907], [2.071, -0.808, 2.655], [2.590, 0.617, 3.593], [-1.478, 0.253, 2.880], [7.310, 1.224, 2.187], [5.959, 1.364, 2.694], [5.596, 0.686, 3.925], [5.024, 2.110, 2.055], [3.875, 2.268, 2.427], [7.517, 0.169, 1.995], [8.016, 1.601, 2.931], [7.436, 1.786, 1.262], [4.772, -0.003, 3.730], [5.268, 1.422, 4.661], [6.449, 0.133, 4.316], [5.405, 2.580, 1.133]]}

=====

{"formula": "C24H28BF8O28PPd", "method": "the ωB97M-V functional and the def2-TZVPD basis", "gap_ev": [3.6, 3.9], "multiplicity": 3, "homo_ha": [-0.02911, -0.03832], "charge": -2, "s_squared": 2.01, "symbols": ["Pd", "B", "H", "H", "H", "H", "P", "O", "O", "O", "O", "C", "C", "O", "C", "O", "O", "F", "H", "H", "H", "C", "C", "O", "C", "O", "O", "F", "H", "H", "H", "C", "C", "O", "C", "O", "O", "F", "H", "H", "H", "C", "C", "O", "C", "O", "O", "F", "H", "H", "H", "C", "C", "O", "C", "O", "O", "F", "H", "H", "H", "C", "C", "O", "C", "O", "O", "F", "H", "H", "H", "C", "C", "O", "C", "O", "O", "F", "H", "H", "H", "C", "C", "O", "C", "O", "O", "F", "H", "H", "H"], "positions_angstrom": [[-1.110, -0.658, -1.271], [-0.522, 0.512, 0.502], [-0.012, -0.438, 0.470], [-0.208, 1.118, -0.334], [-1.584, 0.417, 0.337], [-0.468, 1.066, 1.427], [-2.752, -0.889, -2.997], [-3.891, -1.398, -3.842], [-3.070, -1.349, -1.607], [-2.122, 0.446, -2.834], [-1.529, -1.786, -3.024], [-2.229, 3.964, 0.506], [-1.804, 3.640, -0.886], [-0.790, 4.530, -1.170], [-0.761, 5.414, -0.259], [-0.184, 6.462, -0.328], [-1.615, 5.128, 0.770], [-2.842, 3.730, -1.766], [-2.059, 3.191, 1.255], [-3.308, 4.111, 0.569], [-1.433, 2.618, -0.951], [4.706, -1.734, -1.936], [3.815, -2.511, -1.061], [2.510, -2.353, -1.463], [2.427, -1.154, -1.897], [1.365, -0.578, -2.200], [3.680, -0.747, -2.120], [3.963, -2.103, 0.186], [4.993, -2.213, -2.872], [5.558, -1.257, -1.451], [4.237, -3.516, -1.067], [2.456, 2.342, 0.930], [3.106, 2.959, -0.329], [3.067, 4.273, 0.099], [3.042, 4.353, 1.403], [3.205, 5.320, 2.177], [2.978, 3.090, 1.914], [2.316, 2.846, -1.446], [2.829, 1.343, 1.152], [1.371, 2.269, 1.006], [4.094, 2.560, -0.561], [1.202, -7.145, -1.124], [1.897, -5.824, -1.261], [0.810, -4.916, -1.357], [-0.354, -5.577, -1.533], [-1.478, -5.026, -1.577], [-0.133, -6.874, -1.470], [2.567, -5.927, -2.418], [1.230, -7.335, -0.051], [1.646, -7.990, -1.650], [2.620, -5.623, -0.471], [-4.611, 0.119, 1.015], [-6.165, 0.065, 0.899], [-6.450, 1.392, 1.357], [-5.390, 1.983, 1.834], [-5.402, 3.146, 2.186], [-4.397, 1.105, 1.990], [-6.763, -0.835, 1.720], [-4.145, 0.385, 0.066], [-4.149, -0.837, 1.261], [-6.380, -0.101, -0.157], [-0.642, 1.831, 5.521], [0.113, 2.250, 4.210], [1.381, 2.528, 4.765], [1.529, 1.988, 5.955], [2.547, 1.425, 6.343], [0.327, 1.937, 6.573], [-0.379, 3.335, 3.597], [-0.996, 0.801, 5.486], [-1.514, 2.471, 5.657], [0.130, 1.414, 3.511], [0.486, 2.795, -4.763], [1.012, 1.430, -4.953], [2.409, 1.546, -4.539], [2.711, 2.840, -4.618], [3.762, 3.358, -4.345], [1.616, 3.544, -5.088], [0.683, 1.223, -6.267], [0.384, 2.987, -3.695], [-0.377, 3.158, -5.320], [0.498, 0.595, -4.477], [0.578, -4.298, 2.386], [-0.836, -4.600, 2.888], [-1.528, -3.533, 2.279], [-0.831, -3.040, 1.249], [-1.247, -2.577, 0.208], [0.305, -3.548, 1.247], [-0.809, -4.537, 4.159], [1.094, -5.192, 2.037], [1.185, -3.735, 3.095], [-1.171, -5.599, 2.610]]}

=====

{"formula": "C2HCl2NO2", "method": "the ωB97M-V functional and the def2-TZVPD basis", "gap_ev": 9.7, "homo_ha": -0.40667, "smiles": "C#C[N+](=O)[O-].ClCl", "symbols": ["C", "C", "N", "O", "O", "H", "Cl", "Cl"], "positions_angstrom": [[0.300, -0.127, 0.222], [0.433, -1.318, 0.183], [0.573, -2.700, 0.128], [0.949, -3.261, 1.130], [0.306, -3.214, -0.935], [0.198, 0.920, 0.225], [4.963, 0.702, 0.343], [3.576, -0.637, -0.247]]}

=====

{"formula": "C25H10F10N2O2PdSe", "method": "the ωB97M-V functional and the def2-TZVPD basis", "gap_ev": 6.2, "homo_ha": -0.29200, "symbols": ["Pd", "O", "C", "O", "C", "C", "C", "C", "C", "C", "N", "C", "C", "C", "C", "C", "C", "N", "H", "H", "H", "H", "H", "H", "H", "H", "H", "H", "F", "C", "C", "C", "F", "C", "F", "C", "F", "C", "F", "F", "C", "C", "F", "C", "F", "C", "Se", "C", "F", "C", "F"], "positions_angstrom": [[-0.806, 0.999, 0.412], [4.663, -4.446, 0.781], [5.057, -3.183, 1.038], [6.163, -2.959, 1.439], [4.073, -2.095, 0.727], [4.163, -0.916, 1.457], [3.264, 0.112, 1.234], [2.267, -0.047, 0.279], [2.177, -1.214, -0.465], [3.097, -2.226, -0.254], [1.333, 0.991, 0.016], [1.758, 2.114, -0.395], [0.798, 3.179, -0.715], [1.212, 4.410, -1.187], [0.250, 5.363, -1.496], [-1.083, 5.044, -1.323], [-1.419, 3.785, -0.840], [-0.501, 2.872, -0.544], [3.712, -4.496, 0.614], [4.939, -0.824, 2.204], [3.308, 1.018, 1.826], [1.401, -1.312, -1.214], [3.043, -3.116, -0.868], [2.818, 2.299, -0.564], [2.267, 4.614, -1.310], [0.542, 6.337, -1.866], [-1.866, 5.751, -1.554], [-2.448, 3.496, -0.681], [-3.071, 0.982, -1.716], [-3.593, 1.176, -0.486], [-2.764, 1.205, 0.620], [-3.378, 1.455, 1.833], [-2.644, 1.525, 2.957], [-4.743, 1.651, 1.957], [-5.296, 1.893, 3.148], [-5.542, 1.600, 0.828], [-6.858, 1.791, 0.927], [-4.963, 1.364, -0.406], [-5.727, 1.328, -1.503], [0.036, -5.524, -2.186], [-0.215, -4.534, -1.332], [-1.149, -3.561, -1.639], [-1.815, -3.625, -2.792], [-1.391, -2.532, -0.743], [-2.303, -1.623, -1.089], [-0.717, -2.423, 0.465], [-1.006, -1.020, 1.723], [0.195, -3.431, 0.753], [0.900, -3.411, 1.891], [0.456, -4.465, -0.124], [1.407, -5.371, 0.166]]}

=====

{"formula": "C10H13N3O", "method": "the ωB97M-V functional and the def2-TZVPD basis", "gap_ev": [5.5, 6.9], "multiplicity": 3, "homo_ha": [-0.17016, -0.32378], "s_squared": 2.03, "symbols": ["C", "C", "C", "C", "C", "C", "C", "C", "C", "C", "N", "N", "N", "O", "H", "H", "H", "H", "H", "H", "H", "H", "H", "H", "H", "H", "H"], "positions_angstrom": [[-2.523, 0.486, -1.058], [1.254, 0.356, 1.266], [0.860, 0.503, -0.968], [-1.784, 1.537, -0.635], [1.277, -1.005, 1.163], [0.708, -0.857, -1.043], [-2.381, -0.520, -0.016], [0.867, 1.209, 0.243], [1.142, 2.689, 0.084], [0.790, -3.070, -0.041], [-1.640, 0.103, 0.897], [0.925, -1.674, 0.015], [-1.149, 1.364, 0.607], [-2.932, -1.598, 0.238], [-2.976, 0.311, -1.995], [1.698, 0.691, 2.218], [0.847, 1.078, -1.961], [-1.563, 2.502, -1.211], [1.635, -1.609, 1.931], [0.680, -1.221, -2.056], [0.733, 3.417, 0.884], [0.755, 2.934, -0.849], [2.281, 2.769, 0.236], [-0.170, -3.363, 0.326], [0.955, -3.428, -1.045], [1.478, -3.513, 0.875], [-1.768, -0.092, 1.896]]}

=====

{"formula": "C4H9NO", "method": "the ωB97M-V functional and the def2-TZVPD basis", "gap_ev": 11.2, "homo_ha": -0.37286, "smiles": "CC/N=C/CO", "symbols": ["C", "C", "N", "C", "C", "O", "H", "H", "H", "H", "H", "H", "H", "H", "H"], "positions_angstrom": [[1.579, 0.686, -1.416], [0.667, -0.519, -1.200], [0.160, -0.437, 0.147], [-1.075, -0.267, 0.334], [-1.530, -0.029, 1.741], [-0.460, -0.070, 2.637], [0.987, 1.609, -1.450], [2.278, 0.784, -0.579], [2.139, 0.602, -2.349], [-0.142, -0.522, -1.950], [1.201, -1.473, -1.279], [-1.811, -0.260, -0.483], [-2.295, -0.777, 1.995], [-2.016, 0.960, 1.757], [0.320, -0.289, 2.093]]}

=====

no.,total energy (hartree),largest force on an atom (eV/Å)
1,-365.36132,2.0
2,-3181.40361,3.4
3,-1966.79747,2.4
4,-4330.97775,7.0
5,-1202.19568,1.4
6,-4746.63852,0.4
7,-628.14486,5.5
8,-287.77780,0.4